The following is a DFT calculation (ωB97M-V/def2-TZVPD) of a structure of composition C10H11AlBrIN2O2SbSe4 in a non-equilibrium geometry.

Last column: natural (NBO) charge in e.
Cartesian coordinates (Å):
Al (-0.5933, -0.8408, 1.2807)  1.46
C (-0.1886, -4.9466, 0.4438)  -0.69
C (-0.1993, -3.4643, 0.4559)  0.34
N (-0.3080, -2.7851, 1.5494)  -0.36
O (-0.4568, -3.5120, 2.7040)  -0.52
C (-0.1103, -2.6653, -0.7689)  0.10
C (0.1459, -3.2445, -2.1156)  -0.67
N (-0.2647, -1.3821, -0.5763)  -0.21
O (-0.1772, -0.5205, -1.4978)  -0.52
H (0.2149, -5.3298, 1.3774)  0.27
H (0.3687, -5.3344, -0.4042)  0.25
H (-1.2201, -5.3039, 0.3696)  0.27
H (-0.5249, -2.8540, 3.4153)  0.50
H (-0.5652, -4.0390, -2.3450)  0.24
H (1.1526, -3.6630, -2.1763)  0.24
H (0.0490, -2.4572, -2.8576)  0.27
Br (-0.3082, 5.2046, 0.5828)  0.11
C (0.4717, 4.3079, -0.8888)  -0.19
C (1.0071, 5.0653, -1.9194)  -0.21
C (1.5797, 4.4403, -3.0150)  -0.17
C (1.6175, 3.0573, -3.0894)  -0.19
C (1.0862, 2.2858, -2.0661)  -0.27
C (0.5193, 2.9214, -0.9791)  -0.02
I (-0.2854, 1.7932, 0.6455)  0.30
H (0.9689, 6.1436, -1.8522)  0.24
H (1.9992, 5.0368, -3.8134)  0.24
H (2.0617, 2.5706, -3.9467)  0.24
H (1.1117, 1.2102, -2.1228)  0.26
Se (-4.2414, 2.2949, 4.5926)  -0.02
Sb (-1.8327, 1.8059, 4.7681)  0.89
Se (-0.3440, 3.5658, 3.8963)  -0.06
Se (-1.2706, 1.0972, 7.0202)  -0.39
Se (-1.4632, -0.4582, 3.3333)  -0.75

Cartesian forces (eV/Å) of the 3 atoms listed first:
0.2 -0.6 -0.5
0.0 -0.1 0.1
0.0 0.0 0.1

energy above the lowest of the compared OMol25 structures with the same formula, charge and spin = 21.4 kcal per mole
multiplicity = 1
charge = +1

The following is a DFT calculation (ωB97M-V/def2-TZVPD) of a structure of composition C10H11Br2O3Pt.

Last column: natural (NBO) charge in e.
Cartesian coordinates (Å):
Pt (1.0913, -2.7101, -0.3856)  0.91
Br (3.4408, -3.2587, -0.0089)  0.17
C (3.6520, -2.8279, 1.9124)  -0.52
Br (2.0882, -3.1577, 2.9485)  0.12
H (3.8999, -1.7751, 1.9470)  0.25
H (4.4574, -3.4586, 2.2670)  0.25
C (1.1270, 4.0930, -0.3781)  -0.26
O (-0.2276, 3.6404, -0.3916)  -0.45
C (-0.4700, 2.3348, -0.3923)  0.41
C (-1.8443, 1.9804, -0.4096)  -0.28
C (-2.1869, 0.6728, -0.4174)  -0.09
C (-1.2095, -0.3690, -0.4194)  -0.35
C (-1.6266, -1.7137, -0.4876)  0.59
C (-3.0682, -2.1147, -0.4178)  -0.70
O (-0.8302, -2.6943, -0.6495)  -0.62
C (0.1603, 0.0072, -0.3925)  0.51
O (1.1991, -0.8108, -0.3650)  -0.61
C (0.5113, 1.3617, -0.3766)  -0.41
H (1.0746, 5.1760, -0.3782)  0.22
H (1.6556, 3.7488, -1.2678)  0.19
H (1.6383, 3.7489, 0.5218)  0.19
H (-2.5834, 2.7680, -0.4221)  0.25
H (-3.2342, 0.4092, -0.4505)  0.23
H (-3.5809, -1.5764, 0.3761)  0.25
H (-3.1309, -3.1843, -0.2404)  0.26
H (-3.5658, -1.8929, -1.3637)  0.26
H (1.5625, 1.6030, -0.3583)  0.24

Cartesian forces (eV/Å) of the 3 atoms listed first:
-0.3 -0.4 -0.2
0.1 0.2 0.3
-0.1 0.0 0.1

energy above the lowest of the compared OMol25 structures with the same formula, charge and spin = 0.0 kcal per mole
multiplicity = 1
charge = +1